1.
Density functional theory data (the ωB97M-V functional and the def2-TZVPD basis) for a cluster of 2 separate species, C9H14 in total at a distorted geometry.

The geometry in XYZ format:
```
23
C9H14 the ωB97M-V functional and the def2-TZVPD basis
C 2.8403 -1.8447 0.1696
C 1.8575 -1.5875 1.1275
C -0.0240 -0.2571 2.1153
C 2.1420 0.1403 -0.9793
C -3.2730 1.1061 -0.3783
C 1.1288 -0.4049 1.1605
C 2.9856 -0.9596 -0.8891
C -2.4468 1.2669 -1.6727
C 1.2224 0.4167 0.0041
H 1.8193 -2.3763 1.8718
H 3.7891 -1.0999 -1.6042
H 0.6602 1.3412 0.0236
H -4.2048 0.5356 -0.4463
H -3.4345 2.0357 0.1628
H -1.3936 1.5488 -1.5895
H -3.0162 2.0028 -2.2461
H -2.3438 0.2788 -2.1142
H -0.8238 0.2222 1.5352
H 3.4085 -2.7606 0.1132
H -2.7674 0.2582 0.1273
H -0.1040 0.5674 2.8371
H 2.2886 0.7898 -1.8345
H -0.3104 -1.2198 2.5064
```

For the total energy, the calculation gives -9558.947 eV. The calculation puts the HOMO-LUMO gap at 0.365 hartree. As for the structure (SMILES): Cc1ccccc1.CC. Its net charge is 0.

---

2.
Density functional theory data (the ωB97M-V functional and the def2-TZVPD basis) for a structure of composition C47H61ClN7NaO5S2 at a distorted geometry.

The geometry in XYZ format:
```
124
C47H61ClN7NaO5S2 the ωB97M-V functional and the def2-TZVPD basis
Cl 0.1246 8.7527 0.4956
S -3.4530 0.9123 -6.3157
S -0.5663 1.1131 -6.2513
Na -0.6938 -0.0633 -0.2765
O -4.1608 0.6295 1.2984
O 1.4518 3.0693 -2.4822
O -2.8393 -1.5757 -2.2849
O -3.0012 2.7768 -0.0393
O -1.0645 2.2804 -0.9775
N -2.6355 -1.5620 0.2987
N 1.7048 0.3012 0.2146
N -4.1536 -3.4654 -1.5996
N -0.7334 0.8875 1.8002
N -1.7837 -0.3314 -4.5025
N -2.7152 -3.6413 -3.5288
N 0.3377 -2.0883 -1.0118
C -0.1519 3.6362 5.5657
C -1.5789 -3.0873 1.4699
C -0.3665 -0.5254 -4.0806
C 0.4145 -3.8809 -2.4591
C 1.6399 -3.2361 -2.6037
C 1.4247 1.9974 1.9841
C -1.9317 -2.0025 2.3573
C 0.4518 6.1224 -0.0137
C 3.5363 1.5196 0.7494
C -1.7452 -3.3748 -1.1535
C 3.9457 0.6279 -0.2159
C 0.5293 0.5029 -4.9302
C 5.3340 0.4744 -0.7249
C 2.6124 -1.2531 -1.4379
C -1.3982 4.5569 -0.3264
C -2.0355 0.4155 -5.5719
C 3.9329 4.1344 0.5913
C 6.1101 -0.7725 -0.2095
C -0.0004 4.8485 -0.3134
C -1.8354 3.0841 -0.4671
C -1.8660 6.9226 0.0148
C 0.0494 -5.2101 -3.0880
C -0.1483 3.8675 4.0496
C 2.1643 1.2599 1.0351
C -0.3469 -3.0903 -1.5535
C 0.0815 1.8762 2.3228
C -1.9628 2.3352 3.2080
C -2.3374 5.6151 -0.1774
C 2.7077 -0.1746 -0.5451
C -3.6213 4.3835 3.1451
C -0.2671 -1.5618 4.2889
C 0.8562 -6.3354 -2.5191
C -3.1506 3.0317 3.7497
C -0.5103 7.1298 0.1269
C -2.0437 -2.7609 0.2364
C -0.8673 -4.4736 1.6328
C -1.6075 -1.9836 3.8043
C -1.8822 -5.5784 1.9077
C 4.2450 2.7721 1.2995
C -2.8727 -2.9480 -2.1528
C -2.4998 -1.0548 1.5729
C 1.5442 -2.1314 -1.6026
C -1.9366 1.2243 2.3442
C -0.6346 2.7383 3.2600
C -3.0963 0.1565 2.1227
C 2.8128 -3.7867 -3.4269
C 3.9407 -4.1873 -2.3515
H 4.4213 -3.3001 -1.9075
H 0.8163 4.2253 3.7173
H -0.4311 -1.5195 5.3577
H 4.0465 2.8090 2.3976
H 4.4595 4.1933 -0.3906
H -3.4549 -4.3465 -3.5841
H 0.1461 -5.1672 -4.2048
H 6.2499 -0.7607 0.8891
H -2.9017 5.1389 3.0736
H 0.5458 2.9478 -2.2973
H 2.0732 2.8330 2.3743
H -1.8062 -2.9760 4.2842
H 3.2657 -3.0223 -4.1118
H 1.8302 2.2593 -1.9925
H 5.2842 2.4673 1.2106
H -3.8878 3.9699 2.1517
H -2.9711 -2.8821 -4.1904
H 1.9655 -6.1611 -2.5193
H 0.5908 2.8545 5.8521
H -0.1136 -1.6102 -4.2069
H 2.8940 4.2860 0.4264
H -4.5043 4.5903 3.6558
H 0.7473 4.0208 -0.5353
H 3.5349 -1.5500 -1.9465
H -0.3242 -0.4044 -3.0077
H -3.1705 -1.1390 -0.4443
H 2.5755 -4.5579 -4.0661
H -1.0297 -5.3459 -2.8442
H 7.1175 -0.6866 -0.6706
H -3.9818 -3.5389 -0.6054
H 3.3778 -4.7551 -1.5589
H 0.9327 1.3180 -4.2297
H -2.5907 7.7187 0.2035
H 0.4642 -2.3611 4.1045
H 0.6316 -6.4775 -1.5253
H -1.3343 -6.5755 1.9364
H -1.7891 -4.4702 -1.0359
H 1.3292 -0.0262 -5.4078
H 0.0600 4.5591 6.0408
H -2.3922 -5.4592 2.8764
H -3.0384 3.1397 4.9122
H 1.5237 6.3858 -0.0076
H 5.8839 1.3251 -0.4911
H -2.4718 -0.8112 -3.8943
H 5.6347 -1.7027 -0.4943
H -3.6669 1.2850 0.6194
H -2.5230 -5.6649 1.0642
H -0.8875 4.5961 3.8441
H -3.4851 -0.1601 3.0495
H -2.3907 -1.3419 4.1954
H -1.1638 3.3499 5.8951
H -3.9856 2.3870 3.6504
H 0.6781 -7.3014 -3.0344
H -4.8361 -2.7148 -1.8754
H 0.0223 -0.5936 3.9511
H -3.3417 5.3387 -0.1033
H -0.0984 -4.5444 2.4549
H -0.3009 -4.6481 0.6856
H 4.7525 -4.6775 -2.8896
H 4.2106 4.9976 1.2760
H 5.3507 0.4393 -1.8285
```

For the total energy, the calculation gives -109009.642 eV. The calculation puts the HOMO-LUMO gap (spin up / spin down) at 0.202 / 0.202 hartree. Its net charge is -2.

---

3.
Density functional theory data (the ωB97M-V functional and the def2-TZVPD basis) for a structure of composition C31H60N11O2PPdS.

The geometry in XYZ format:
```
107
C31H60N11O2PPdS the ωB97M-V functional and the def2-TZVPD basis
Pd -0.7083 -0.8568 -1.1579
S 0.0240 -1.8117 -3.4712
P 1.8447 -0.6559 1.0004
O -0.1664 1.2397 -1.6691
O -0.9281 3.2911 -2.0065
N 3.4133 -1.1381 1.0485
N -2.8161 5.0308 -0.1185
N -3.2147 4.6462 -2.3234
N 0.9086 -1.0678 2.2872
N 1.1722 -1.3338 -0.3510
N 1.4955 -3.6958 -4.5442
N 1.9019 -3.2901 -2.3186
N -4.7553 5.8636 -1.0637
N -2.0135 -2.9038 -0.8860
N -2.2140 0.0515 -2.8784
N 1.8721 0.9742 0.9942
C -2.8010 2.2438 -3.9737
C 0.7101 -3.4593 2.9218
C -3.9501 -1.1706 1.8306
C 4.0752 -1.9999 0.0524
C -2.6071 0.9582 0.6380
C 6.2884 -1.8785 1.2544
C 1.9163 -1.8532 4.4206
C -3.4828 1.1865 1.6949
C -4.1624 0.1242 2.2769
C -2.7228 -2.8359 0.3997
C -2.4056 -0.3462 0.2194
C 1.0511 -3.1094 4.3677
C 4.3063 -0.5502 2.0686
C 2.8128 1.6991 0.1164
C -4.1388 3.0136 -3.8946
C -3.9622 4.4910 -3.5605
C 2.0557 3.9397 0.9774
C -1.0434 2.0490 -2.0784
C 1.2384 -3.0157 -3.4275
C 5.5473 -1.6336 -0.0630
C 3.2462 2.9823 0.8091
C -3.0575 -1.4242 0.7891
C 0.7327 3.1655 1.0391
C -3.6056 5.1857 -1.1901
C -3.0109 -2.9185 -1.9664
C 5.3858 -1.5490 2.4541
C -2.3542 1.5010 -2.6884
C -1.2140 -4.1327 -0.9584
C 0.8950 1.8182 1.7181
C 1.2517 -0.7033 3.6721
C 0.0687 -2.2657 2.2277
H 0.0319 -4.3150 2.8815
H 0.9642 -3.5035 -5.3760
H -4.9219 5.0034 -3.5022
H -0.4072 -4.1013 -0.2267
H -2.3511 4.0828 -2.2404
H 6.6073 -2.9200 1.3124
H 4.9011 -2.4554 2.8262
H 4.7597 0.3738 1.6912
H -0.0559 1.2885 1.7773
H 2.1938 4.5432 1.8760
H 7.1957 -1.2749 1.2803
H -3.1061 1.6507 -1.9090
H 0.3135 -0.4319 4.1692
H 5.6206 -0.5830 -0.3568
H 2.0183 4.6341 0.1361
H 1.7591 -2.6609 -1.5149
H 1.8757 0.1899 3.6724
H -3.1153 -0.3758 -3.0616
H -1.8340 -5.0161 -0.7675
H -3.6240 -3.4602 0.3693
H 1.2478 1.9793 2.7421
H 3.6676 2.7200 1.7836
H 5.9676 -1.1443 3.2821
H -1.6542 -0.0964 -3.7148
H 0.3498 3.0125 0.0426
H -3.7035 -2.0895 -1.8261
H -4.8079 2.5459 -3.1672
H 3.5934 -1.8503 -0.9074
H 5.9966 -2.2099 -0.8726
H -2.0057 2.9210 -4.2966
H 0.1243 -2.9362 4.9244
H 1.6206 -3.7424 2.3815
H -2.5167 -2.8315 -2.9320
H -2.0760 1.7888 0.1886
H 2.2420 -4.3693 -4.6006
H 2.6354 -3.9808 -2.3051
H -1.9944 4.4449 -0.2020
H 3.9754 -3.0550 0.3349
H -3.5837 -3.8520 -1.9401
H 4.0462 3.4551 0.2393
H -0.0168 3.7356 1.5978
H -5.2837 6.1239 -1.8771
H 3.7197 -0.2772 2.9438
H -0.1446 -2.4770 1.1800
H 2.8905 -2.0648 3.9695
H -4.4757 -1.9962 2.2973
H -2.8872 1.4983 -4.7655
H -4.9511 6.3711 -0.2188
H 3.6672 1.0516 -0.0857
H 2.0987 -1.5515 5.4533
H 2.3228 1.9132 -0.8370
H -4.8614 0.3059 3.0821
H -0.7829 -4.2202 -1.9544
H -4.6421 2.9607 -4.8612
H -3.3975 4.9733 -4.3611
H -2.0800 -3.2666 1.1698
H 1.5585 -3.9422 4.8547
H -0.8842 -2.0163 2.7105
H -3.6395 2.1950 2.0567
H -3.0397 5.4500 0.7652
```

For the total energy, the calculation gives -77198.969 eV. The spin multiplicity is 5. The calculation puts the HOMO-LUMO gap (spin up / spin down) at 0.322 / 0.223 hartree. Its net charge is +2.

---

4.
Density functional theory data (the ωB97M-V functional and the def2-TZVPD basis) for a structure of composition C2H42BeO21 at a distorted geometry.

The geometry in XYZ format:
```
66
C2H42BeO21 the ωB97M-V functional and the def2-TZVPD basis
O 1.2433 -3.3448 2.0578
O -2.3497 -2.8718 0.9018
O 1.7113 -3.5978 -1.0062
O -0.4537 -1.7258 -0.7992
O -2.3357 1.0232 1.7968
O -2.3277 3.4542 -0.2022
O 2.1033 2.0332 -2.8212
O 0.1483 4.1132 0.4258
O 3.1423 -0.3248 -1.2642
O 2.3993 0.8522 1.7018
O 0.0993 0.3842 -1.8672
O 3.6583 -2.1188 0.8858
O 1.0963 -0.9228 3.4688
O -3.1707 1.1422 -1.1962
O -1.5397 -0.6828 4.0598
O -0.5117 2.9482 -2.4002
O 0.2143 -1.6338 -3.5072
O -0.1947 2.2622 2.7718
O 2.8743 3.3042 0.3688
O -1.9737 -3.8018 -2.0692
O -2.2587 -0.8558 -2.5582
C 0.0643 0.5262 -0.4472
C 0.0093 -0.8468 0.1898
Be -0.4677 -1.0078 -2.1642
H 3.2953 -1.5318 0.2278
H 0.9763 -1.2078 -3.9762
H -0.8427 1.1122 -0.2502
H -0.4997 -1.0028 1.0668
H -2.8487 0.3002 1.4568
H -2.7887 -1.6238 -2.4692
H 1.8683 1.3212 -3.4142
H 3.9763 -0.0848 -0.8762
H 0.6263 -3.8468 1.5608
H -2.6117 -0.1168 -2.0342
H -0.6147 -1.0308 3.8628
H -3.5967 0.5842 -0.5402
H 2.7453 0.3942 -1.7212
H 1.2743 2.4742 -2.5822
H -1.6717 0.6382 2.3088
H 2.8843 -2.7088 0.9818
H 1.9393 3.5822 0.3868
H 3.1273 3.8682 1.1408
H 1.1483 -2.9748 -0.5312
H 1.9593 0.9202 0.8948
H -1.3107 -4.3828 -2.3472
H 1.8993 -3.1578 -1.8212
H -1.3707 3.2292 -2.1872
H -2.6237 4.3342 -0.4992
H -0.8687 2.0172 2.1108
H 1.7613 0.3462 2.2088
H 1.0873 -1.0398 0.3378
H -0.1767 5.0232 0.5208
H -1.8107 -3.4648 -1.1692
H 1.2623 -1.6378 2.8838
H -2.1617 -1.1758 3.4598
H -1.8347 -2.1358 0.5958
H -0.3947 2.0762 -1.9672
H 1.1023 -3.4808 2.9678
H 1.1923 -1.2958 4.3518
H -0.6207 3.7622 -0.0472
H -2.6187 3.3452 0.7308
H -2.6617 1.8782 -0.8072
H 0.5983 2.4282 2.2468
H 0.9783 1.0852 -0.2672
H 0.2643 -2.5858 -3.7842
H -3.2187 -2.5408 0.6658
```

For the total energy, the calculation gives -46157.467 eV. The calculation puts the HOMO-LUMO gap at 0.316 hartree. Its net charge is 0.